Arrangement A

Density functional theory data (ωB97M-V with the def2-TZVPD basis set) for the molecule C4H2F2.

Values from the calculation:
Kohn-Sham gap, eV: 10.3
2S+1: 1
E_HOMO, Ha: -0.3456

Each line ends with the Mulliken charge.
Positions of all 8 atoms, in Å:
C1 -1.397 0.150 -0.003  0.56
C2 -0.327 -0.617 0.006  -0.84
C3 0.998 -0.081 -0.027  -0.47
C4 2.126 0.320 -0.010  0.50
H1 -0.507 -1.702 0.000  0.29
H2 3.128 0.741 0.048  0.39
F1 -2.641 -0.286 -0.009  -0.22
F2 -1.380 1.475 -0.006  -0.20

---

Arrangement B

Density functional theory data (ωB97M-V with the def2-TZVPD basis set) for the molecule C4H2F2.

Values from the calculation:
Kohn-Sham gap (alpha / beta), eV: 11.3 / 5.2
2S+1: 1
E_HOMO (alpha / beta), Ha: -0.3972 / -0.2923

Each line ends with the Mulliken charge.
Positions of all 8 atoms, in Å:
C1 -2.039 -0.962 -1.479  0.32
C2 -1.069 -0.573 -0.925  -0.51
C3 0.226 0.117 -0.363  -0.26
C4 0.542 0.236 1.019  0.42
F1 0.318 1.355 1.615  -0.20
F2 1.037 -0.694 1.831  -0.22
H1 1.071 -0.531 -0.883  0.25
H2 -0.085 1.052 -0.816  0.20

---

It comes down to arrangement A, which is 518.9 kJ/mol more stable than the next structure.

---

Arrangement A

Density functional theory data (ωB97M-V with the def2-TZVPD basis set) for C59H45BrKN10O3P2 as an isolated structure.

Values from the calculation:
Kohn-Sham gap, eV: 5.5
2S+1: 1
E_HOMO, Ha: -0.1564
Total charge: -1

Each line ends with the Mulliken charge.
Positions of all 121 atoms, in Å:
K1 0.417 0.919 -0.710  1.76
C1 2.045 1.517 -5.025  -0.64
C2 0.846 1.696 -4.344  -0.07
N1 0.197 0.676 -3.809  -0.02
C3 0.765 -0.524 -3.906  0.36
C4 1.971 -0.696 -4.576  -0.52
N2 2.602 0.319 -5.150  -0.66
C5 0.047 -1.669 -3.301  -0.83
C6 -0.135 -2.845 -4.024  -0.62
C7 -0.803 -3.910 -3.429  0.93
C8 -1.283 -3.727 -2.137  -0.85
C9 -1.093 -2.502 -1.502  0.01
N3 -0.420 -1.507 -2.070  0.78
C10 -1.709 -2.187 -0.188  0.20
C11 -2.491 -3.086 0.536  -0.43
N4 -3.179 -2.712 1.608  -0.70
C12 -3.081 -1.440 1.973  -0.80
C13 -2.234 -0.555 1.310  -0.45
N5 -1.551 -0.937 0.243  0.76
C14 -1.027 -5.177 -4.161  0.53
C15 -0.149 -5.609 -5.154  -0.55
C16 -0.410 -6.792 -5.825  -0.38
N6 -1.460 -7.569 -5.574  -0.65
C17 -2.296 -7.159 -4.625  -0.37
C18 -2.129 -5.988 -3.904  -0.53
H1 2.576 2.347 -5.475  0.40
H2 0.391 2.673 -4.236  0.38
H3 2.443 -1.670 -4.656  0.47
H4 0.197 -2.898 -5.052  0.80
H5 -1.803 -4.529 -1.634  0.36
H6 -2.582 -4.130 0.261  0.42
H7 -3.679 -1.129 2.822  0.46
H8 -2.093 0.469 1.626  0.33
H9 0.740 -5.043 -5.395  0.44
H10 0.259 -7.140 -6.605  0.37
H11 -3.148 -7.804 -4.436  0.37
H12 -2.875 -5.706 -3.172  0.41
C19 0.719 -2.092 2.817  -1.55
N7 1.557 -0.910 2.524  0.63
P1 2.324 -0.859 0.952  -0.26
C20 4.033 -0.387 1.496  1.38
C21 4.515 -0.645 2.775  -1.10
C22 5.819 -0.319 3.115  -0.78
C23 6.658 0.271 2.179  -0.65
C24 6.187 0.525 0.899  -0.69
C25 4.882 0.196 0.558  -0.50
C26 2.835 -2.611 0.652  0.47
C27 3.186 -3.571 1.599  -0.01
C28 3.678 -4.801 1.195  -0.79
C29 3.844 -5.085 -0.155  -0.66
C30 3.500 -4.135 -1.105  -0.55
C31 2.989 -2.909 -0.702  -0.61
P2 0.559 0.504 2.949  0.18
C32 0.813 0.301 4.785  0.18
C33 -0.296 0.092 5.596  -0.37
C34 -0.157 -0.062 6.971  -0.59
C35 1.103 -0.015 7.546  -0.53
C36 2.221 0.183 6.742  -0.74
C37 2.076 0.343 5.374  -0.23
C38 1.597 2.005 2.722  0.52
C39 2.326 2.299 1.569  1.01
C40 2.887 3.552 1.378  -0.94
C41 2.713 4.547 2.326  -0.81
C42 1.971 4.279 3.467  -0.70
C43 1.416 3.024 3.660  -0.72
H13 1.042 -2.559 3.753  0.13
H14 0.761 -2.836 2.023  0.58
H15 -0.334 -1.815 2.945  0.48
H16 3.858 -1.097 3.508  0.55
H17 6.182 -0.527 4.114  0.42
H18 7.674 0.532 2.449  0.36
H19 6.835 0.988 0.165  0.46
H20 4.508 0.382 -0.443  0.29
H21 3.084 -3.360 2.656  0.30
H22 3.942 -5.542 1.941  0.42
H23 4.249 -6.041 -0.462  0.37
H24 3.630 -4.353 -2.158  0.47
H25 2.722 -2.148 -1.431  0.23
H26 -1.281 0.058 5.142  0.38
H27 -1.028 -0.219 7.595  0.41
H28 1.216 -0.124 8.617  0.36
H29 3.207 0.217 7.190  0.43
H30 2.945 0.517 4.751  0.46
H31 2.441 1.562 0.786  -0.47
H32 3.442 3.742 0.468  0.48
H33 3.143 5.529 2.172  0.37
H34 1.814 5.052 4.210  0.41
H35 0.818 2.839 4.545  0.40
Br1 -8.485 0.874 -2.061  -0.23
C44 -7.493 2.434 -1.592  0.18
C45 -7.562 3.553 -2.404  -0.52
C46 -6.847 4.685 -2.061  -0.12
C47 -6.030 4.704 -0.923  -0.14
C48 -5.997 3.559 -0.110  0.17
C49 -6.727 2.432 -0.439  -0.66
N8 -5.434 5.901 -0.544  -0.81
N9 -4.311 6.008 0.024  -0.42
C50 -3.330 5.055 0.051  0.37
C51 -2.440 5.169 1.135  -0.47
C52 -1.523 4.202 1.451  -1.28
C53 -1.400 3.005 0.688  -0.42
O1 -0.664 2.053 1.027  1.36
C54 -2.179 2.958 -0.557  -0.39
N10 -1.919 1.925 -1.378  0.48
C55 -2.480 1.896 -2.566  -0.09
C56 -3.289 2.933 -3.045  -1.62
C57 -3.586 3.978 -2.207  -0.80
C58 -3.087 3.990 -0.892  0.90
H36 -8.175 3.536 -3.295  0.40
H37 -6.902 5.575 -2.676  0.44
H38 -5.395 3.573 0.789  0.32
H39 -6.690 1.555 0.193  0.44
H40 -2.561 6.039 1.770  0.47
H41 -0.875 4.302 2.312  0.39
H42 -2.251 1.037 -3.184  0.46
H43 -3.651 2.922 -4.065  0.49
H44 -4.175 4.808 -2.569  0.66
O2 1.769 2.554 -1.864  -0.57
C59 2.682 1.711 -1.898  -0.25
O3 2.606 0.480 -1.685  -0.26
H45 3.710 2.099 -2.150  0.16

---

Arrangement B

Density functional theory data (ωB97M-V with the def2-TZVPD basis set) for C59H45BrKN10O3P2 as an isolated structure.

Values from the calculation:
Kohn-Sham gap, eV: 5.6
2S+1: 1
E_HOMO, Ha: -0.1611
Total charge: -1

Each line ends with the Mulliken charge.
Positions of all 121 atoms, in Å:
K1 0.438 0.242 0.028  2.39
C1 -1.431 -0.354 -4.675  -0.62
C2 -0.613 -0.424 -3.557  -0.36
N1 -1.111 -0.598 -2.343  0.65
C3 -2.428 -0.736 -2.241  0.02
C4 -3.246 -0.607 -3.364  -0.62
N2 -2.755 -0.417 -4.579  -0.69
C5 -2.964 -1.093 -0.893  -0.03
C6 -4.203 -1.711 -0.758  -0.75
C7 -4.621 -2.151 0.494  0.62
C8 -3.752 -1.944 1.559  -0.65
C9 -2.540 -1.298 1.342  -1.13
N3 -2.156 -0.875 0.139  1.05
C10 -1.588 -1.061 2.463  0.86
C11 -2.010 -0.843 3.768  -0.83
N4 -1.159 -0.596 4.757  -0.59
C12 0.121 -0.535 4.425  -1.27
C13 0.550 -0.735 3.118  -0.05
N5 -0.297 -1.033 2.151  1.41
C14 -5.928 -2.844 0.681  0.93
C15 -6.717 -3.234 -0.398  -0.50
C16 -7.923 -3.874 -0.169  -0.40
N6 -8.400 -4.154 1.039  -0.66
C17 -7.647 -3.782 2.069  -0.40
C18 -6.428 -3.137 1.946  -0.48
H1 -1.013 -0.228 -5.666  0.43
H2 0.461 -0.319 -3.630  0.43
H3 -4.326 -0.634 -3.279  0.51
H4 -4.810 -1.876 -1.634  0.17
H5 -3.970 -2.319 2.547  -0.04
H6 -3.063 -0.845 4.025  0.61
H7 0.829 -0.308 5.212  0.47
H8 1.597 -0.652 2.851  -0.08
H9 -6.410 -3.063 -1.418  0.34
H10 -8.537 -4.181 -1.007  0.37
H11 -8.038 -4.011 3.053  0.39
H12 -5.893 -2.866 2.843  0.41
C19 1.746 4.632 -1.062  -1.29
N7 1.598 3.194 -1.281  0.46
P1 2.866 2.054 -1.011  -0.13
C20 4.309 3.028 -1.629  0.57
C21 5.319 3.562 -0.836  -0.37
C22 6.371 4.266 -1.408  -0.73
C23 6.423 4.455 -2.780  -0.53
C24 5.416 3.932 -3.582  -0.68
C25 4.379 3.218 -3.009  -0.31
C26 3.186 2.121 0.787  1.42
C27 2.520 2.931 1.697  -0.53
C28 2.812 2.844 3.053  -0.52
C29 3.761 1.948 3.509  -0.73
C30 4.420 1.117 2.607  -0.75
C31 4.126 1.199 1.260  -0.95
P2 0.410 2.536 -2.315  0.21
C32 0.384 3.684 -3.755  0.30
C33 -0.239 4.930 -3.750  -0.22
C34 -0.187 5.749 -4.866  -0.75
C35 0.484 5.331 -6.007  -0.47
C36 1.102 4.091 -6.030  -0.78
C37 1.046 3.274 -4.909  -0.38
C38 -1.190 2.960 -1.545  1.00
C39 -2.343 2.694 -2.292  -0.69
C40 -3.595 2.859 -1.733  -0.76
C41 -3.714 3.286 -0.412  -0.73
C42 -2.577 3.542 0.333  -0.94
C43 -1.316 3.377 -0.229  0.12
H13 2.555 4.815 -0.356  0.59
H14 0.829 5.055 -0.647  0.30
H15 1.984 5.148 -1.999  0.26
H16 5.283 3.435 0.239  0.30
H17 7.148 4.676 -0.775  0.41
H18 7.242 5.005 -3.223  0.36
H19 5.446 4.074 -4.655  0.41
H20 3.599 2.807 -3.640  0.30
H21 1.731 3.602 1.391  0.21
H22 2.260 3.468 3.743  0.48
H23 3.977 1.877 4.569  0.37
H24 5.144 0.393 2.957  0.42
H25 4.609 0.530 0.559  0.50
H26 -0.775 5.254 -2.867  0.38
H27 -0.673 6.716 -4.847  0.42
H28 0.520 5.971 -6.880  0.38
H29 1.619 3.756 -6.919  0.43
H30 1.520 2.299 -4.929  0.42
H31 -2.256 2.356 -3.321  0.47
H32 -4.482 2.650 -2.321  0.43
H33 -4.694 3.410 0.030  0.39
H34 -2.637 3.861 1.365  0.46
H35 -0.458 3.548 0.404  -0.04
Br1 -2.701 -4.273 4.433  -0.17
C44 -0.963 -4.884 3.969  0.32
C45 -0.743 -6.235 3.774  -0.74
C46 0.525 -6.664 3.419  -0.04
C47 1.561 -5.759 3.222  -0.68
C48 1.325 -4.404 3.459  -0.18
C49 0.069 -3.967 3.835  0.09
N8 2.851 -6.289 2.926  -0.73
N9 3.626 -5.729 2.113  -0.50
C50 3.251 -4.676 1.288  0.20
C51 4.265 -3.752 1.032  -0.38
C52 4.039 -2.519 0.457  -1.10
C53 2.731 -2.116 0.072  0.07
O1 2.448 -0.971 -0.345  -0.85
C54 1.690 -3.167 0.151  0.28
N10 0.484 -2.847 -0.361  0.08
C55 -0.455 -3.760 -0.387  0.21
C56 -0.248 -5.083 0.031  -1.30
C57 0.965 -5.416 0.568  -0.53
C58 1.966 -4.433 0.708  0.35
H36 -1.552 -6.942 3.890  0.42
H37 0.720 -7.717 3.261  0.42
H38 2.123 -3.686 3.320  0.54
H39 -0.116 -2.915 4.001  0.45
H40 5.257 -4.017 1.382  0.39
H41 4.846 -1.812 0.328  0.43
H42 -1.419 -3.455 -0.785  0.33
H43 -1.032 -5.822 -0.078  0.43
H44 1.164 -6.435 0.871  0.66
O2 -0.253 4.015 2.618  -0.71
C59 -0.429 2.836 2.960  -0.97
O3 -0.312 1.808 2.260  0.65
H45 -0.715 2.663 4.033  0.20

---

It comes down to arrangement B, which is 135.2 kJ/mol more stable than the next structure.

---

Arrangement A

Density functional theory data (ωB97M-V with the def2-TZVPD basis set) for an isolated ion of composition C4H9Br2N2 and charge +1.

Values from the calculation:
Kohn-Sham gap, eV: 10.2
2S+1: 1
E_HOMO, Ha: -0.5007
Total charge: +1

Each line ends with the Mulliken charge.
Positions of all 17 atoms, in Å:
C1 -0.493 -1.641 0.114  -0.67
C2 0.203 -0.876 -0.908  -0.20
C3 -0.276 0.624 0.886  -0.63
C4 1.583 1.316 -0.635  -0.97
N1 0.767 0.354 0.008  -0.08
N2 -1.018 -0.585 1.238  0.04
Br1 -1.079 -0.300 -2.347  -0.02
Br2 -1.746 2.008 0.339  -0.09
H1 -1.459 -1.955 -0.289  0.42
H2 0.075 -2.454 0.594  0.32
H3 1.060 -1.291 -1.351  0.53
H4 0.074 1.331 1.668  0.53
H5 2.117 1.953 0.083  0.31
H6 2.197 0.912 -1.306  0.37
H7 0.950 1.923 -1.226  0.46
H8 -1.967 -0.453 0.972  0.42
H9 -0.989 -0.868 2.162  0.26

---

Arrangement B

Density functional theory data (ωB97M-V with the def2-TZVPD basis set) for an isolated ion of composition C4H9Br2N2 and charge +1.

Values from the calculation:
Kohn-Sham gap, eV: 9.5
2S+1: 1
E_HOMO, Ha: -0.5028
Total charge: +1

Each line ends with the Mulliken charge.
Positions of all 17 atoms, in Å:
C1 -0.537 -1.450 0.364  -0.52
C2 0.755 -0.723 0.035  -0.60
C3 -1.347 0.734 0.029  -0.21
C4 1.453 1.568 -0.348  -0.87
N1 0.615 0.567 0.357  -0.18
N2 -1.534 -0.622 -0.373  -0.22
Br1 1.025 -0.981 -2.196  -0.19
Br2 -1.645 1.942 -1.482  -0.02
H1 -0.595 -2.497 0.037  0.35
H2 -0.645 -1.333 1.358  0.36
H3 1.587 -1.068 0.457  0.79
H4 -1.707 1.011 0.986  0.46
H5 1.790 2.247 0.330  0.37
H6 2.337 0.942 -0.618  0.40
H7 1.022 2.032 -1.274  0.32
H8 -1.417 -0.587 -1.402  0.38
H9 -2.595 -0.987 -0.232  0.39

---

It comes down to arrangement A, which is 151.7 kJ/mol more stable than the next structure.